Entry 1:
Below is C13H34CoIN3O6P as an isolated structure in a non-equilibrium geometry, with properties calculated with ωB97M-V/def2-TZVPD.

ORCA input file:
```
! wB97M-V def2-TZVPD RIJCOSX def2/J DEFGRID3
* xyz 2 5
Co -0.9154 -1.5198 0.2157
N 1.0300 -2.2694 0.9368
C 1.1868 -1.9008 2.3510
C -0.0611 -2.3721 3.0951
N -1.2352 -1.8132 2.4135
H 1.1603 -3.2731 0.8235
H 1.7298 -1.7956 0.3691
H 1.2702 -0.8136 2.4112
H 2.0885 -2.3443 2.7885
H -0.0093 -2.0536 4.1427
H -0.1217 -3.4632 3.0692
H -1.3221 -0.8246 2.6451
H -2.0875 -2.2848 2.7052
N -5.0423 -1.2283 -0.8463
C -3.7446 -0.9882 -0.9537
O -2.9683 -1.2645 -0.0263
C -3.2638 -0.3893 -2.2485
I -1.9558 -1.8065 -3.2069
H -5.4090 -1.6416 0.0000
H -5.7090 -1.0000 -1.5671
H -2.6530 0.4950 -2.0667
H -4.0712 -0.1705 -2.9435
C 3.2634 -0.6063 -1.2800
C 3.0268 0.7715 -0.6576
C 4.1942 1.1348 0.2571
C 2.8234 1.7948 -1.7593
O 1.8607 0.7224 0.2052
P 0.3492 0.7282 -0.2666
O 0.0753 -0.4373 -1.2190
O -0.4843 0.4220 0.9670
O -0.0316 2.0711 -0.9855
C -0.3575 3.2978 -0.2849
C -1.8805 3.3247 -0.1144
C 0.3264 3.3584 1.0693
C 0.0735 4.4541 -1.1881
H 4.0364 -0.5357 -2.0407
H 2.3474 -0.9517 -1.7538
H 3.5996 -1.3198 -0.5282
H 5.1245 1.0804 -0.2996
H 4.2511 0.4503 1.1006
H 4.0774 2.1424 0.6448
H 3.7175 1.8754 -2.3684
H 2.6139 2.7717 -1.3303
H 1.9872 1.5041 -2.3911
H -2.1926 2.4416 0.4415
H -2.3645 3.3275 -1.0877
H -2.1757 4.2161 0.4316
H -0.0403 2.5553 1.7089
H 0.1150 4.3129 1.5435
H 1.4045 3.2474 0.9688
H -0.3501 4.3426 -2.1832
H 1.1567 4.4917 -1.2839
H -0.2680 5.3917 -0.7599
C -1.4494 -4.8064 0.3622
O -1.2372 -3.6277 -0.4242
H -0.5071 -5.3270 0.5503
H -2.1341 -5.4854 -0.1500
H -1.8981 -4.4976 1.3021
H -0.9506 -3.9163 -1.3015
*
```

Output
⟨S²⟩: 6.010
E_HOMO (alpha / beta), eV: -15.34 / -15.32
DFT total energy, eV: -85794.61909
HOMO-LUMO gap (alpha / beta), eV: 9.627 / 5.928


Entry 2:
Below is a 10-piece molecular cluster, C33H84Cl6N4O11 overall in a non-equilibrium geometry, with properties calculated with ωB97M-V/def2-TZVPD.

ORCA input file:
```
! wB97M-V def2-TZVPD RIJCOSX def2/J DEFGRID3
* xyz 0 1
C -2.3041 3.2656 -2.3679
O -1.3414 2.2472 -2.1683
C -0.0817 2.4456 -2.7516
C 0.6244 1.1652 -2.8622
N 0.9710 0.4246 -1.6278
C 0.0083 0.0463 -0.5761
C 0.6512 -0.8782 0.4868
O -0.3938 -1.1975 1.4115
C 0.0416 -1.5994 2.7261
H -1.9902 4.2291 -2.7694
H -2.9009 3.4205 -1.4690
H -3.1436 2.9377 -2.9810
H 0.5284 3.1086 -2.1382
H -0.1948 3.0342 -3.6621
H 1.4927 1.4656 -3.4487
H 0.1355 0.4680 -3.5426
H 1.7128 -0.2394 -1.7979
H -0.9503 -0.2854 -0.9750
H -0.3239 0.9625 -0.0878
H 1.5087 -0.3944 0.9545
H 0.9531 -1.7844 -0.0384
H -0.8371 -1.4678 3.3575
H 0.6791 -0.8903 3.2542
H 0.5314 -2.5724 2.6879
C 6.0205 4.6197 -0.3079
O 5.7339 5.4489 -1.4522
C 6.1749 5.0187 -2.7455
C 7.6942 5.4668 -2.8035
N 7.7156 6.9321 -2.7096
C 8.1420 7.5089 -1.3904
C 8.3255 9.0212 -1.5027
O 9.0115 9.3804 -0.2668
C 9.3673 10.7884 -0.1058
H 7.0820 4.4181 -0.1643
H 5.4433 3.7000 -0.4035
H 5.6790 5.2012 0.5484
H 5.6888 5.6214 -3.5128
H 6.1226 3.9322 -2.8143
H 8.1961 5.3201 -3.7599
H 8.3024 4.8635 -2.1296
H 6.8664 7.4381 -2.9167
H 9.0814 7.0579 -1.0706
H 7.4197 7.2614 -0.6125
H 7.2681 9.2829 -1.5405
H 8.8860 9.3437 -2.3801
H 10.2080 11.0713 -0.7391
H 9.6002 10.9423 0.9479
H 8.4624 11.3648 -0.2985
C -2.6951 -13.0318 12.6045
O -2.4357 -11.9210 11.7934
C -2.9085 -10.6710 12.2967
C -2.0382 -9.5214 11.5565
N -2.2464 -8.1305 11.9764
C -1.0555 -7.2908 11.7518
C -0.8718 -6.9595 10.2673
O -1.6047 -5.6663 10.1016
C -1.2557 -5.0231 8.9368
H -3.7178 -13.3266 12.3693
H -2.6614 -12.9948 13.6934
H -2.0067 -13.8622 12.4471
H -2.9170 -10.5639 13.3814
H -3.8945 -10.5552 11.8467
H -2.2240 -9.5860 10.4844
H -1.0176 -9.8448 11.7612
H -3.0256 -7.7363 11.4690
H -0.1442 -7.7972 12.0698
H -1.1745 -6.3177 12.2282
H -1.2208 -7.7868 9.6492
H 0.1974 -6.8202 10.1070
H -1.1856 -5.7346 8.1141
H -0.3128 -4.5226 9.1573
H -2.0568 -4.2984 8.7911
C -4.0150 -2.7817 -7.7866
O -4.4730 -1.4802 -7.3710
C -3.4769 -0.5027 -7.4521
C -4.0934 0.9599 -7.5686
N -4.6516 1.1611 -8.9562
C -5.5473 0.1935 -9.4929
C -6.4485 0.6300 -10.7705
O -7.2507 1.7852 -10.6302
C -6.7835 2.8689 -9.8701
H -3.1266 -3.1011 -7.2418
H -3.9034 -2.8681 -8.8674
H -4.7361 -3.5902 -7.6663
H -2.8063 -0.5733 -6.5958
H -2.8235 -0.6228 -8.3163
H -4.7845 1.2472 -6.7762
H -3.3006 1.6988 -7.4516
H -4.2843 1.8289 -9.6190
H -4.8521 -0.6285 -9.6631
H -6.2526 0.0419 -8.6758
H -5.8442 0.8840 -11.6414
H -7.2023 -0.1165 -11.0206
H -7.5007 3.6882 -9.8212
H -5.8033 3.2751 -10.1194
H -6.8857 2.5000 -8.8495
Cl -6.3354 7.2599 -5.9601
C -6.4830 8.0463 -7.5553
C -7.8962 8.5537 -7.5566
Cl -8.3373 9.0530 -9.2132
H -6.1090 7.4330 -8.3751
H -5.9937 9.0203 -7.5439
H -8.0821 9.4545 -6.9718
H -8.6512 7.8798 -7.1517
Cl 0.0915 6.6248 0.3213
C 0.2974 5.0312 1.0295
C 0.3628 5.2687 2.5276
Cl 0.6174 3.6003 3.1723
H 1.2340 4.6350 0.6372
H -0.5895 4.4438 0.7919
H -0.5332 5.7138 2.9602
H 1.2590 5.8334 2.7847
Cl 7.4726 -0.9934 -5.8289
C 6.6358 -2.4167 -6.5465
C 6.5593 -3.4367 -5.4372
Cl 5.5526 -2.9680 -3.9345
H 7.1902 -2.7422 -7.4267
H 5.6121 -2.1629 -6.8218
H 7.5293 -3.7356 -5.0399
H 6.0765 -4.3008 -5.8936
C 3.6441 -1.2471 8.2082
O 2.8267 -0.1088 8.5153
H 4.5641 -0.6837 8.0524
H 3.7831 -1.8942 9.0742
H 3.2837 -1.7459 7.3085
H 3.0520 0.1291 9.4176
C -4.4986 -2.9817 2.7291
O -3.5301 -3.6727 2.0108
H -4.1401 -2.5053 3.6416
H -4.7246 -2.1295 2.0883
H -5.3969 -3.5388 2.9954
H -2.7149 -3.1826 2.1408
C -0.6807 -8.0048 4.1839
O -2.0737 -7.8156 4.2861
H -0.2253 -7.2624 4.8394
H -0.5567 -9.0601 4.4267
H -0.3326 -7.8399 3.1643
H -2.3083 -7.0010 3.8356
*
```

Output
SMILES string: COCCNCCOC.COCCNCCOC.COCCNCCOC.COCCNCCOC.ClCCCl.ClCCCl.ClCCCl.CO.CO.CO
E_HOMO, eV: -7.90
DFT total energy, eV: -139188.03528
HOMO-LUMO gap, eV: 8.184


Entry 3:
Below is a 2-piece molecular cluster, C6H10OSi2 overall in a non-equilibrium geometry, with properties calculated with ωB97M-V/def2-TZVPD.

ORCA input file:
```
! wB97M-V def2-TZVPD RIJCOSX def2/J DEFGRID3
* xyz 0 1
C -0.3099 -3.0483 -0.2583
C 0.2309 -2.2424 -1.2351
C -0.4489 -2.6026 0.9867
C 0.3688 -0.8587 -0.9834
C -0.3230 -1.2731 1.2734
C 0.0178 -0.3428 0.3137
O 1.1806 2.1175 1.5699
Si 0.1242 3.2417 -1.1447
Si -0.0484 1.6136 0.5244
H -0.2929 -4.0751 -0.4322
H 0.1908 -2.6426 -2.2496
H -0.7853 -3.2939 1.7657
H 0.8481 -0.2982 -1.7549
H -0.6082 -0.9658 2.2947
H 1.2794 1.7752 2.4689
H 1.2119 3.0662 -2.2783
H -1.1166 3.5287 -1.8990
H 0.3867 4.5848 -0.5260
H -1.9059 1.7157 1.5642
*
```

Output
E_HOMO, eV: -9.31
DFT total energy, eV: -24184.90983
HOMO-LUMO gap, eV: 9.531